C48H70O39 | wB97M-V/def2-TZVPD

Frontier orbital gap in Ha: 0.26257
Strongest force on any atom in eV/A: 19.49
ΔE to the lowest compared entry with this formula, charge and spin in kcal/mol: 1364.78
E_tot in hartree: -4803.3322

XYZ file:
```
157
Properties=species:S:1:pos:R:3:forces:R:3:mulliken_charge:R:1
C -26.545 0.115 8.389 2.7957 3.3198 -0.8934 0.696
C -25.352 -0.790 8.146 -0.5021 0.8421 0.3868 0.558
O -24.329 0.145 7.735 -0.0665 -1.1470 -1.7139 -0.042
C -24.844 1.346 7.619 -0.7262 -2.9335 -1.1054 -3.271
O -24.249 2.356 7.316 2.7619 -4.3869 0.2193 -0.442
O -26.162 1.313 7.813 5.6955 2.2130 1.4354 0.735
H -26.705 0.249 9.459 0.4051 0.5560 -2.2534 -1.640
H -27.470 -0.222 7.922 3.5001 4.9958 -1.4725 -0.077
H -25.735 -1.553 7.468 1.7241 1.1460 0.6061 -0.252
H -25.055 -1.219 9.102 0.2973 -0.1985 -1.2685 0.218
C -23.513 5.045 7.055 2.0333 -0.4848 -0.9058 -0.547
C -23.793 4.229 5.761 2.4607 0.0635 2.7164 0.428
O -24.798 4.949 5.195 -1.6959 0.7995 -2.1736 -0.410
C -25.011 6.178 5.753 -0.3859 -0.2990 -0.0662 0.535
O -25.860 6.953 5.411 1.7209 -0.7985 0.3057 -0.520
O -24.175 6.287 6.822 -0.3259 0.1035 0.4595 -0.425
H -22.439 5.197 7.164 -0.0608 0.4779 0.0010 0.533
H -23.842 4.492 7.934 0.6380 0.7554 -0.1447 0.544
H -24.007 3.197 6.039 -0.4167 2.5453 -0.4488 -0.094
H -22.832 4.044 5.282 -0.0929 1.1458 -1.3793 0.746
C -29.164 -1.408 5.535 -0.4279 -1.3359 -1.4636 -0.470
C -27.985 -0.601 5.962 0.5934 0.1385 -3.5156 0.582
O -27.268 -0.514 4.710 -2.1591 -0.5115 -1.0560 -0.657
C -27.760 -1.290 3.756 -1.2574 -1.9294 -1.2960 0.596
O -27.184 -1.542 2.721 -1.4550 0.6947 1.5490 -0.562
O -28.945 -1.829 4.225 0.8591 1.0924 -2.5804 -0.392
H -30.147 -0.941 5.595 1.4364 -0.3902 -2.0688 -0.164
H -29.211 -2.277 6.191 -0.1892 -0.4456 -0.2920 0.573
H -27.363 -1.146 6.673 -0.7358 0.8455 -1.5701 0.922
H -28.298 0.404 6.242 1.4183 -0.8913 -1.2649 0.281
C -26.756 -1.992 11.052 -5.6984 -5.3495 3.3479 0.429
C -26.637 -1.633 12.572 0.4722 -1.5435 0.4804 0.039
O -27.577 -2.511 13.147 2.0532 2.7192 4.3005 -0.410
C -27.960 -3.358 12.294 -3.7717 -3.7867 0.1319 0.600
O -28.570 -4.361 12.571 0.2002 -0.1112 -0.0218 -0.691
O -27.795 -2.922 11.110 -0.5546 -1.9774 -2.2939 -0.841
H -25.876 -2.548 10.728 -3.0866 0.6994 0.7872 -1.633
H -26.887 -1.117 10.415 -7.0298 -3.1006 -1.3321 1.166
H -26.810 -0.605 12.889 1.2763 -1.8678 0.3943 0.442
H -25.643 -1.866 12.953 -0.1566 -0.3464 0.2390 1.078
C -26.710 2.102 5.315 1.8165 -0.0554 0.3086 -0.070
C -25.252 1.751 4.882 -0.4763 -1.2977 -2.4192 1.108
C -25.019 0.248 4.988 -4.4882 1.7053 2.1215 0.517
O -24.575 -0.269 3.777 -1.4701 2.6568 -2.0914 -0.846
C -24.555 0.773 2.891 -1.3065 -0.0855 -3.2471 0.149
O -24.381 0.729 1.679 0.4260 -0.5347 3.0872 -0.649
O -24.982 1.913 3.468 -0.0328 0.5742 0.0564 -0.707
H -27.221 2.943 4.847 0.3648 -0.0955 -0.3692 0.761
H -26.596 2.297 6.381 0.7348 0.5088 -2.1528 -1.893
H -27.342 1.220 5.422 0.6390 1.1895 -1.3759 -0.492
H -24.442 2.313 5.346 -1.4339 -1.0758 -0.9956 -0.663
H -25.972 -0.242 5.184 2.3124 0.9626 0.2258 0.694
H -24.244 0.022 5.721 -4.6501 1.8083 -0.5466 -0.241
C -31.504 -2.666 8.843 -2.4801 -0.9309 0.7472 -2.473
C -30.305 -2.751 9.710 0.1445 -2.3859 -2.1512 0.414
C -29.439 -3.903 9.123 -2.4862 -1.2909 1.6539 -1.106
O -28.215 -3.344 8.771 0.6727 -1.3980 -1.3003 -0.282
C -28.270 -2.064 8.768 -1.6630 -2.0587 1.6122 -0.879
O -27.318 -1.428 8.295 -7.1333 -13.1908 4.9731 0.314
O -29.460 -1.683 9.414 4.1831 2.3421 -1.2089 1.421
H -31.359 -2.712 7.764 0.3470 -1.1255 1.0727 0.560
H -32.084 -1.754 8.978 -0.2166 -1.1028 0.6112 0.406
H -32.156 -3.482 9.153 -0.0561 -0.3186 -0.1286 0.523
H -30.597 -2.937 10.744 0.7477 0.8758 0.1669 0.791
H -29.944 -4.322 8.253 0.4302 -0.0139 -0.1269 0.534
H -29.441 -4.633 9.932 1.1934 -0.3693 -0.3525 0.399
C -19.657 1.213 6.734 -1.4900 -0.6264 0.7376 -1.491
C -20.958 0.352 6.678 -0.0689 0.7168 -1.7266 0.854
C -22.329 1.120 6.521 3.2911 -0.3858 2.0988 0.491
O -23.027 0.323 5.603 7.0635 2.1046 1.3920 1.059
C -22.159 -0.377 4.872 -0.1043 -0.7875 -5.5029 -0.029
O -22.497 -0.982 3.803 11.3370 13.2829 4.6078 -0.261
O -20.967 -0.280 5.394 2.0794 -1.6640 -0.6783 -0.444
H -19.941 2.145 6.247 0.5879 0.1472 0.1218 0.379
H -18.784 0.755 6.269 -0.3974 -0.1729 -0.2343 0.372
H -19.399 1.339 7.786 -0.0160 0.4722 -0.0142 0.351
H -21.044 -0.483 7.373 0.1468 0.3658 0.5803 0.421
H -22.267 2.149 6.168 0.5017 -0.2639 -0.2651 -0.194
H -22.757 1.138 7.524 0.6918 -0.1861 -1.0073 -0.145
C -28.516 1.859 7.508 -2.3139 -3.5391 0.6052 -0.947
C -29.104 0.561 8.161 -0.9784 2.6398 0.3194 0.171
C -30.323 0.716 9.033 -0.6929 0.6230 0.4322 -0.230
O -31.233 -0.250 8.575 -0.2320 -0.0394 -2.6637 -0.423
C -30.815 -0.748 7.341 -2.5120 1.5257 0.9189 0.234
O -31.492 -1.427 6.580 0.9879 2.7377 1.8427 -0.563
O -29.574 -0.243 7.117 -4.4499 -0.2271 3.7890 0.172
H -28.484 2.677 8.228 -2.3000 -3.2696 -1.3035 0.311
H -29.128 2.059 6.628 -0.1090 0.3692 -0.0021 0.141
H -27.462 1.722 7.268 -3.3776 -0.2796 -0.1268 -0.908
H -28.316 0.016 8.680 -3.1605 1.2693 0.0639 -1.045
H -30.901 1.635 8.931 0.6031 0.5729 0.0970 0.216
H -30.035 0.549 10.071 -0.9695 -0.3171 -0.6022 0.519
C -24.011 2.920 12.451 -0.5443 -0.4446 -0.5251 -1.673
C -24.904 2.518 11.244 1.7406 1.1007 1.1472 -0.053
C -24.216 2.168 9.937 0.0206 0.8560 0.9065 0.089
O -24.399 0.756 9.793 -0.7529 1.0342 2.7483 1.068
C -25.263 0.317 10.715 0.5789 3.4695 1.3619 0.270
O -25.808 -0.786 10.706 12.5551 14.8958 -0.5327 0.428
O -25.558 1.323 11.621 0.5546 -2.7223 -0.6819 -0.420
H -23.483 3.870 12.376 -0.0858 -0.0390 -0.4240 0.391
H -23.293 2.116 12.614 0.1749 0.0451 0.0937 0.391
H -24.636 2.987 13.341 -0.0661 -0.0373 -0.0387 0.414
H -25.588 3.278 10.865 0.5247 -0.6385 2.5899 0.423
H -23.223 2.618 9.949 0.6595 -1.1553 -0.2394 0.560
H -24.767 2.610 9.107 1.6337 -0.7994 1.9470 0.584
C -23.199 -2.660 3.919 -3.2150 -9.0358 1.5807 -1.353
C -24.208 -3.123 4.977 0.0430 -0.1449 -0.9341 0.568
C -24.592 -2.020 5.921 1.2419 -2.6449 -0.2864 -0.504
O -26.032 -2.345 6.149 2.3881 0.4226 0.2274 0.426
C -26.463 -3.092 5.154 -1.5457 -3.0781 -2.1579 -0.126
O -27.614 -3.481 5.012 3.2166 0.0267 1.2042 -0.542
O -25.450 -3.415 4.327 -1.0706 0.0908 0.2393 -0.416
H -22.243 -2.799 4.423 0.1597 -0.5150 -0.6379 0.270
H -23.350 -1.625 3.615 -4.7543 -3.4726 -0.6576 0.066
H -23.321 -3.277 3.029 0.3903 -0.5561 0.1205 0.502
H -23.989 -4.023 5.552 0.5718 -0.2818 -0.1239 0.498
H -24.344 -1.048 5.494 -1.3966 -3.3547 0.5870 -0.469
H -24.013 -2.011 6.844 -0.3117 -0.8413 0.1156 0.534
C -28.144 1.019 10.757 0.8984 -1.1334 0.7775 -3.329
C -28.476 0.378 12.057 0.5755 1.1159 -0.6399 1.390
C -29.327 1.226 12.966 0.2369 -0.0605 -0.3744 -0.811
O -30.583 0.528 12.966 0.2850 2.5891 1.0289 -0.382
C -30.447 -0.612 12.357 -2.0787 -2.2285 0.4524 0.383
O -31.336 -1.426 12.353 0.8842 0.2088 -0.6064 -0.623
O -29.248 -0.740 11.821 -0.4027 -2.0661 -0.0293 0.290
H -27.815 0.329 9.979 -2.0612 0.2400 1.6902 1.072
H -27.221 1.553 10.981 -1.1278 -1.0936 -0.2791 0.801
H -28.872 1.777 10.468 0.0296 -1.4771 -0.2552 1.737
H -27.533 0.084 12.518 -2.2741 1.7146 -0.6243 -1.403
H -29.380 2.177 12.436 -0.5528 0.3888 0.9953 0.405
H -28.892 1.223 13.966 -0.4512 0.5343 0.0862 0.293
C -27.699 5.284 6.832 0.3899 -0.0817 0.4696 -2.033
C -27.252 4.020 7.523 -0.2459 1.2274 -1.4280 1.098
C -25.863 3.796 8.061 -2.3208 3.5152 -1.5549 2.043
O -26.003 3.615 9.426 -4.7507 1.6645 0.7826 0.150
C -27.331 3.513 9.738 -2.5197 0.1460 3.6837 -0.132
O -27.860 3.104 10.823 3.7498 7.1953 -4.2800 -0.473
O -28.090 3.795 8.680 2.1488 4.6141 2.7311 -0.342
H -28.781 5.238 6.961 -0.0443 0.7288 -0.0431 0.461
H -27.492 5.257 5.762 0.0191 -0.1746 0.1046 0.356
H -27.189 6.162 7.227 -0.6599 0.2182 0.1525 0.442
H -27.450 3.262 6.764 -0.5098 1.1929 1.2431 -0.067
H -25.257 4.691 7.915 -1.2357 -0.3314 0.3100 1.001
H -25.367 2.919 7.646 -2.2573 3.9459 0.3994 -1.240
C -22.924 -1.021 10.597 0.6262 -1.2732 0.4914 -0.997
C -23.934 -1.959 11.326 -0.5636 1.2437 -2.7896 1.796
C -24.308 -3.220 10.583 3.0925 -0.2424 -4.8513 0.562
O -24.084 -4.273 11.410 -0.7908 -0.3240 2.1646 -0.502
C -23.620 -3.714 12.557 0.4213 -3.8490 2.5074 0.233
O -23.344 -4.365 13.519 0.0118 0.2313 -0.3438 -0.582
O -23.540 -2.422 12.506 2.1543 0.4958 2.9124 -0.620
H -23.207 -0.831 9.562 0.0883 -0.2401 0.4289 -0.009
H -21.924 -1.446 10.512 0.0359 -0.4598 0.4501 0.459
H -22.823 -0.083 11.142 0.1310 -0.1110 -0.0466 0.149
H -24.892 -1.467 11.491 3.3759 -1.1982 1.1382 -0.219
H -23.586 -3.441 9.797 0.3473 0.6437 -0.7249 0.629
H -25.237 -3.183 10.013 0.8509 -1.3700 -0.1885 0.618
```
Positions in Å, forces in eV/Å.